The following is a quantum chemistry calculation of a 2-piece molecular cluster, C6H12O overall, from the Open Molecules 2025 dataset.

Atoms and positions in Å:
C -1.42890 -1.13434 -0.66196
C -1.33544 -0.30022 0.35747
C -1.43677 1.18571 0.19814
C 0.00544 1.67916 0.22055
C 0.61005 0.96721 1.37732
O 1.62599 0.31297 1.36609
H -1.60512 -2.19375 -0.54541
H -1.66992 -0.71612 -1.62392
H -1.33156 -0.78435 1.31862
H -1.95793 1.43724 -0.73105
H -2.01248 1.61740 1.02756
H 0.11608 2.75455 0.36717
H 0.56047 1.40188 -0.67240
H 0.12365 1.21268 2.33589
C 1.94994 -1.45017 -0.86444
H 2.45715 -1.29786 0.08899
H 2.40859 -0.76954 -1.59285
H 2.13652 -2.48070 -1.12354
H 0.78424 -1.44175 -0.84221

- SMILES: C=CCCC=O.C
- E_LUMO: 0.034 hartree
- 2S+1: 1
- Highest occupied orbital energy: -9.716 eV
- Net charge: 0
- Orbital gap: 10.64 eV



The following is a quantum chemistry calculation of C35H53AsNOP2Pd as an isolated structure, from the Open Molecules 2025 dataset.

Atoms and positions in Å:
Pd -0.47040 0.01708 -1.64079
P -0.25810 -2.20962 -1.96259
P -0.25810 2.26658 -1.68159
N 1.41350 0.07238 -2.52209
C 1.38520 -2.34432 -2.82209
H 1.89240 -3.30672 -2.63339
H 1.19120 -2.25742 -3.90649
C 2.20240 -1.13552 -2.35849
H 2.54440 -1.30462 -1.30309
H 3.13470 -1.07142 -2.96529
C 2.20240 1.25028 -2.20869
H 3.13470 1.26248 -2.81879
H 2.54440 1.28598 -1.14049
C 1.38520 2.50768 -2.51749
H 1.19110 2.55698 -3.60419
H 1.89240 3.43898 -2.20999
C -0.04700 3.11508 -0.02019
C -1.17490 2.77488 0.96901
H -0.89620 3.12148 1.98051
H -1.36370 1.69198 1.01871
H -2.11950 3.27208 0.69221
C -1.47080 3.23308 -2.75019
C -2.86220 3.32848 -2.10219
H -3.60120 3.67768 -2.84609
H -2.86220 4.05588 -1.27179
H -3.20310 2.35778 -1.70739
C -1.47080 -3.03492 -3.14369
C -2.86220 -3.21072 -2.51269
H -3.60120 -3.46412 -3.29439
H -3.20310 -2.29692 -1.99959
H -2.86220 -4.03622 -1.77969
C -0.04700 -3.25922 -0.42039
C -1.17490 -3.04542 0.60361
H -0.89620 -3.51592 1.56381
H -2.11950 -3.50422 0.26681
H -1.36370 -1.97732 0.78841
C -2.12800 -0.02362 -0.99219
C -0.98700 4.59828 -3.26739
H -0.94930 5.35058 -2.46369
H 0.01240 4.53958 -3.72959
H -1.68940 4.96978 -4.03649
C -0.98700 -4.32472 -3.82759
H -1.68940 -4.59712 -4.63709
H 0.01240 -4.20872 -4.27879
H -0.94930 -5.17172 -3.12419
C 0.21890 -4.75352 -0.65839
H 0.55930 -5.22452 0.28171
H -0.69950 -5.27732 -0.97439
H 0.99610 -4.92952 -1.42129
C 0.21890 4.62728 -0.06959
H -0.69950 5.18648 -0.31759
H 0.55930 4.97718 0.92221
H 0.99610 4.89738 -0.80449
H 0.87280 2.61238 0.33991
H 0.87280 -2.80552 -0.00019
H -1.55000 2.55368 -3.62199
H -1.55000 -2.25182 -3.92369
O -3.20030 -0.05432 -0.50299
H -0.83920 -0.08792 -4.72399
H -1.55050 0.11058 -4.40769
C 1.89690 3.05558 4.71041
C 2.59290 2.92728 3.51081
C 2.13610 2.05108 2.52191
C 0.96850 1.27908 2.70501
C 0.28150 1.42968 3.93941
C 0.74540 2.30738 4.92281
As 0.38110 0.07438 1.17811
C 2.17420 -0.80522 1.64431
C 3.36660 -0.61492 0.91621
C 4.58410 -1.17952 1.31041
C 4.66380 -1.93032 2.47441
C 3.52960 -2.09162 3.25561
C 2.31620 -1.52952 2.85351
C -1.34040 -0.43172 2.35251
C -1.21980 -1.53122 3.24371
C -2.25790 -1.97852 4.06361
C -3.48970 -1.35082 4.03681
C -3.68650 -0.28482 3.17751
C -2.65310 0.16788 2.34991
H 2.24750 3.73688 5.47491
H 3.48750 3.51208 3.34401
H 2.69610 1.98228 1.60021
H -0.61600 0.90318 4.19301
H 0.20040 2.40828 5.85461
H 3.41240 -0.01852 0.05431
H 5.47370 -1.01572 0.71601
H 5.60740 -2.35662 2.78941
H 3.59090 -2.63702 4.18931
H 1.52920 -1.64322 3.54701
H -0.34050 -2.10822 3.29821
H -2.10500 -2.82932 4.71541
H -4.29650 -1.69972 4.66861
H -4.65670 0.19668 3.14371
H -2.99610 0.97958 1.74471

- E_LUMO (spin up / spin down): -0.081 / -0.176 hartree
- 2S+1: 3
- Highest occupied orbital energy (spin up / spin down): -7.804 / -10.781 eV
- Net charge: +1
- Orbital gap (spin up / spin down): 5.60 / 6.00 eV



The following is a quantum chemistry calculation of an isolated ion of composition CH6N5S and charge +1, from the Open Molecules 2025 dataset.

Atoms and positions in Å:
H -1.72882 0.62086 -1.99025
N -1.23491 0.34261 -1.17747
N -0.02255 0.39104 -0.97364
N 0.72370 1.08137 -1.78646
N 0.63523 -0.10869 0.16090
C 0.05533 -0.71174 1.15250
N 0.92905 -1.00242 2.15352
S -1.64258 -1.05833 1.35992
H 1.57098 0.62640 -2.03724
H 0.41281 1.74148 -2.46372
H 1.85160 -0.56510 2.12421
H 0.47640 -1.15724 3.00140
H -2.02625 -0.20025 0.47633

- SMILES: [H]/N=[N+](N)/N=C(/N)S
- E_LUMO: -0.192 hartree
- 2S+1: 1
- Highest occupied orbital energy: -14.288 eV
- Net charge: +1
- Orbital gap: 9.06 eV



The following is a quantum chemistry calculation of an isolated molecule of C2H4IN, from the Open Molecules 2025 dataset.

Atoms and positions in Å:
H -1.25695 -2.34769 -0.45316
N -0.44680 -1.73311 -0.09864
C -0.80504 -0.49329 -0.00855
C 0.14402 0.57622 0.02658
I -2.88390 0.05265 -0.01568
H 0.16962 1.30710 0.87646
H -0.06756 1.23967 -0.80670
H 1.32394 0.24888 0.11270

- SMILES: [H]/N=C(/C)I
- E_LUMO: 0.014 hartree
- 2S+1: 1
- Highest occupied orbital energy: -9.642 eV
- Net charge: 0
- Orbital gap: 10.01 eV



The following is a quantum chemistry calculation of a 2-piece molecular cluster, C4H9N5O overall, from the Open Molecules 2025 dataset.

Atoms and positions in Å:
C -1.87304 0.91725 0.58464
C 0.32993 0.89254 0.43455
C -0.02392 -1.56697 0.54045
C -0.28640 0.13267 -0.62252
N -1.62191 0.33123 -0.61406
N -0.71043 1.27867 1.20121
N 1.59471 1.07258 0.75864
N 0.88637 -2.22593 -0.07781
N 0.42565 -0.16431 -1.79669
O -0.84492 -1.50156 1.32493
H -2.89941 1.04295 0.77596
H -2.29319 0.32603 -1.36952
H -0.50472 1.83784 2.13855
H 2.38727 1.13236 0.12895
H 1.91823 1.58259 1.66541
H 1.34397 -1.83846 -0.81127
H 1.04569 -3.22896 0.37741
H 1.15774 0.55630 -1.96283
H -0.03162 -0.57685 -2.67600

- E_LUMO: -0.316 hartree
- 2S+1: 1
- Highest occupied orbital energy: -17.134 eV
- Net charge: +2
- Orbital gap: 8.52 eV



The following is a quantum chemistry calculation of a 2-piece molecular cluster, C2H5ClN2O2S overall, from the Open Molecules 2025 dataset.

Atoms and positions in Å:
C -1.66193 -0.49698 1.51854
C 2.15508 0.58261 -1.96920
N 1.79974 1.60820 0.09197
N 1.68693 1.26578 -1.12122
O 0.66601 -1.25956 0.48942
O -0.65484 0.23614 -0.92998
S -0.62418 -0.80430 0.03920
Cl 1.74998 -0.14921 -3.36604
H -2.58121 -0.07961 1.28600
H -1.91505 -1.55014 1.84410
H -1.09562 -0.02043 2.28034
H -1.40311 -1.96060 -0.42837
H 1.87822 2.62811 0.26526

- E_LUMO (spin up / spin down): 0.014 / -0.042 hartree
- 2S+1: 3
- Highest occupied orbital energy (spin up / spin down): -6.412 / -9.317 eV
- Net charge: 0
- Orbital gap (spin up / spin down): 6.80 / 8.17 eV



The records above yield energy values of -8462.156; -123578.675; -19409.741; -11728.516; -13773.442; -32580.791 eV, respectively.